[1]
Density functional theory data (ωB97M-V/def2-TZVPD) for an isolated molecule of C2H2N4S in a non-equilibrium geometry.

The HOMO-LUMO gap comes out at 7.919 eV. Its SMILES is S=c1cn[nH]nn1. For the relative energy (zero: lowest compared OMol25 entry of this formula, charge and spin), the calculation gives 37.1 kcal per mole. The largest force on an atom comes out at 3.51 eV/Å. The total energy comes out at -694.49854 Ha.

CARTESIAN COORDINATES (ANGSTROEM)
1 H -1.034 -2.282 0.521
2 N 0.679 -0.964 0.524
3 S 0.258 2.738 -0.518
4 H 2.044 0.421 0.486
5 C 1.015 0.249 0.252
6 N -1.037 0.566 -0.723
7 C 0.066 1.201 -0.182
8 N -0.622 -1.312 0.223
9 N -1.369 -0.617 -0.585

Cartesian forces, eV/Å:
1.71 2.55 -0.93
-1.71 -1.16 0.20
0.51 2.03 0.42
0.49 0.61 -0.20
0.57 -1.14 1.24
-1.79 1.69 -1.93
-0.06 -1.31 -1.15
0.90 -2.96 1.66
-0.61 -0.30 0.70

Population analysis type Mulliken, resulting atomic charges in e:
1. H 0.297
2. N -0.446
3. S -0.287
4. H 0.443
5. C -0.020
6. N 0.004
7. C 0.221
8. N 0.260
9. N -0.471


[2]
Density functional theory data (ωB97M-V/def2-TZVPD) for an isolated ion of composition C2H2N5O and charge +1 in a non-equilibrium geometry.

The HOMO-LUMO gap comes out at 11.092 eV. Its SMILES is N#COn1nnc[nH+]1. For the relative energy (zero: lowest compared OMol25 entry of this formula, charge and spin), the calculation gives 0.0 kcal per mole. The largest force on an atom comes out at 1.36 eV/Å. Its total charge is +1. The total energy comes out at -425.94981 Ha.

CARTESIAN COORDINATES (ANGSTROEM)
1 H -2.632 -0.253 -0.340
2 H -0.283 -0.856 -1.350
3 N -0.524 -0.185 -0.624
4 N 2.365 -1.621 0.857
5 N -1.403 1.123 0.840
6 O 1.688 0.396 -0.390
7 N 0.386 0.559 -0.020
8 C 2.197 -0.684 0.229
9 N -0.113 1.341 0.861
10 C -1.680 0.180 -0.063

Cartesian forces, eV/Å:
-0.03 0.21 0.19
0.00 0.02 0.01
-0.85 -0.17 -0.07
0.53 -0.84 0.32
-0.81 0.11 0.24
0.51 0.28 0.22
0.62 -0.64 -0.60
-0.87 1.03 -0.16
0.16 -0.01 -0.02
0.74 0.01 -0.14

Population analysis type Mulliken, resulting atomic charges in e:
1. H 0.431
2. H 0.278
3. N -0.103
4. N -0.156
5. N -0.145
6. O -0.340
7. N 0.950
8. C 0.362
9. N -0.308
10. C 0.031


[3]
Density functional theory data (ωB97M-V/def2-TZVPD) for an isolated molecule of C2H2NO2P in a non-equilibrium geometry.

The HOMO-LUMO gap comes out at 9.231 eV. For the relative energy (zero: lowest compared OMol25 entry of this formula, charge and spin), the calculation gives 100.2 kcal per mole. The largest force on an atom comes out at 3.63 eV/Å. The total energy comes out at -623.84858 Ha.

CARTESIAN COORDINATES (ANGSTROEM)
1 N -0.043 2.528 1.537
2 C 0.475 -0.926 0.354
3 H -0.771 0.121 -2.162
4 C -0.206 -0.276 -0.521
5 O 0.834 -0.158 1.389
6 O -0.892 -0.632 -1.597
7 P -0.050 1.248 0.780
8 H 0.653 -1.905 0.220

Cartesian forces, eV/Å:
-0.39 -0.14 -0.73
0.05 1.47 0.77
-0.23 0.29 -1.31
-1.49 2.36 -0.38
0.03 1.03 0.87
-0.26 0.33 0.16
1.04 -1.95 0.36
1.24 -3.40 0.27

Population analysis type Mulliken, resulting atomic charges in e:
1. N -0.592
2. C -0.238
3. H 0.367
4. C 0.154
5. O -0.432
6. O -0.452
7. P 0.750
8. H 0.443


[4]
Density functional theory data (ωB97M-V/def2-TZVPD) for an isolated molecule of C2H2NO2P in a non-equilibrium geometry.

The HOMO-LUMO gap (spin up / spin down) comes out at 7.485 / 7.482 eV. For the relative energy (zero: lowest compared OMol25 entry of this formula, charge and spin), the calculation gives 64.4 kcal per mole. The largest force on an atom comes out at 6.07 eV/Å. The total energy comes out at -623.90553 Ha.

CARTESIAN COORDINATES (ANGSTROEM)
1 C -0.726 -0.782 0.045
2 P 1.731 -0.281 0.227
3 O 0.553 1.012 0.530
4 N 0.395 -1.358 -0.092
5 H -1.667 -1.284 -0.139
6 H -1.390 1.358 0.044
7 C -0.623 0.642 0.316
8 O 1.726 0.694 -0.931

Cartesian forces, eV/Å:
0.07 -0.90 -0.02
0.91 0.13 -0.70
-4.46 1.38 3.88
-0.25 -0.35 -0.04
-0.20 0.02 -0.02
0.00 0.21 0.22
0.65 0.80 -0.04
3.29 -1.28 -3.27

Population analysis type Mulliken, resulting atomic charges in e:
1. C -0.168
2. P 0.243
3. O -0.164
4. N -0.408
5. H 0.341
6. H 0.371
7. C 0.307
8. O -0.522


[5]
Density functional theory data (ωB97M-V/def2-TZVPD) for C2H2NO2S as an isolated structure in a non-equilibrium geometry.

The HOMO-LUMO gap (spin up / spin down) comes out at 6.863 / 6.857 eV. For the relative energy (zero: lowest compared OMol25 entry of this formula, charge and spin), the calculation gives 149.3 kcal per mole. The largest force on an atom comes out at 3.56 eV/Å. Its total charge is -1. The total energy comes out at -680.66934 Ha.

CARTESIAN COORDINATES (ANGSTROEM)
1 H 0.129 -1.266 -1.413
2 H -0.771 0.803 0.387
3 C -0.061 -1.008 -0.461
4 O 1.413 2.541 0.916
5 O 1.017 -0.684 0.248
6 N -1.207 -1.508 0.231
7 C -1.451 -0.298 0.032
8 S 0.930 1.420 0.061

Cartesian forces, eV/Å:
0.09 -0.82 -3.47
0.27 0.19 -0.76
0.25 2.11 2.40
0.40 -0.14 0.44
0.55 0.93 0.73
-1.24 -1.61 1.15
1.36 0.89 -0.21
-1.68 -1.56 -0.28

Population analysis type Mulliken, resulting atomic charges in e:
1. H 0.466
2. H 0.255
3. C -0.081
4. O -0.550
5. O -0.565
6. N -0.537
7. C -0.145
8. S 0.158


[6]
Density functional theory data (ωB97M-V/def2-TZVPD) for a 2-piece molecular cluster, C2H2NO3S overall in a non-equilibrium geometry.

The HOMO-LUMO gap (spin up / spin down) comes out at 4.609 / 7.439 eV. The spin multiplicity is 3. For the relative energy (zero: lowest compared OMol25 entry of this formula, charge and spin), the calculation gives 69.5 kcal per mole. The largest force on an atom comes out at 7.68 eV/Å. Its total charge is -1. The total energy comes out at -755.89780 Ha.

CARTESIAN COORDINATES (ANGSTROEM)
1 O -0.073 2.942 -0.569
2 C -0.292 -0.670 0.054
3 S -1.455 -1.535 1.122
4 H -0.258 -0.986 -0.975
5 H -0.257 0.429 0.262
6 O 0.739 1.292 -1.804
7 C 0.260 -1.341 1.050
8 N 0.125 1.717 -0.753
9 O 1.212 -1.846 1.615

Cartesian forces, eV/Å:
-0.77 1.09 1.27
-1.21 3.38 -3.11
-2.27 -0.66 1.08
0.31 0.27 -0.21
-0.27 -0.67 -0.70
0.08 -1.30 0.03
4.28 -4.73 4.27
0.91 1.37 -1.81
-1.06 1.25 -0.81

Population analysis type Mulliken, resulting atomic charges in e:
1. O -0.608
2. C -0.323
3. S -0.243
4. H 0.298
5. H 0.339
6. O -0.609
7. C 0.472
8. N 0.209
9. O -0.536


[7]
Density functional theory data (ωB97M-V/def2-TZVPD) for an isolated ion of composition C2H2NO3S2 and charge -1 in a non-equilibrium geometry.

The HOMO-LUMO gap (spin up / spin down) comes out at 5.561 / 5.521 eV. For the relative energy (zero: lowest compared OMol25 entry of this formula, charge and spin), the calculation gives 110.7 kcal per mole. The largest force on an atom comes out at 3.66 eV/Å. Its total charge is -1. The total energy comes out at -1154.16251 Ha.

CARTESIAN COORDINATES (ANGSTROEM)
1 O -0.511 -1.458 -0.946
2 S -1.474 -1.803 0.175
3 C 0.662 0.894 -0.468
4 O 0.887 1.791 -1.287
5 H 1.334 -0.683 0.867
6 C 1.471 -0.346 -0.150
7 H 2.265 -0.624 -0.762
8 O -2.429 0.693 1.774
9 S -1.817 0.501 0.438
10 N -0.389 1.035 0.358

Cartesian forces, eV/Å:
2.44 0.47 -1.14
-0.67 -0.32 1.44
0.50 0.34 -0.30
1.02 -1.11 -0.18
0.20 -0.29 -0.14
-3.35 1.46 -0.22
1.19 -0.57 -0.91
0.52 0.06 -0.49
-1.37 0.28 0.02
-0.48 -0.33 1.90

Population analysis type Mulliken, resulting atomic charges in e:
1. O -0.424
2. S -0.034
3. C 0.674
4. O -0.672
5. H 0.326
6. C -0.723
7. H 0.320
8. O -0.585
9. S 0.400
10. N -0.283


[8]
Density functional theory data (ωB97M-V/def2-TZVPD) for C2H2NPS as an isolated structure in a non-equilibrium geometry.

The HOMO-LUMO gap (spin up / spin down) comes out at 8.827 / 8.826 eV. For the relative energy (zero: lowest compared OMol25 entry of this formula, charge and spin), the calculation gives 81.4 kcal per mole. The largest force on an atom comes out at 5.18 eV/Å. The total energy comes out at -871.57701 Ha.

CARTESIAN COORDINATES (ANGSTROEM)
1 H 1.085 2.144 -0.008
2 C -0.158 -1.270 -0.002
3 P 1.357 -0.391 -0.020
4 H -0.232 -2.342 0.039
5 S -1.582 -0.384 0.001
6 N -1.194 1.100 -0.003
7 C 0.723 1.144 -0.007

Cartesian forces, eV/Å:
0.01 0.47 -0.01
-0.59 0.23 0.03
-0.24 -0.10 0.05
0.00 -0.23 -0.06
1.35 -0.78 0.03
4.59 1.24 -0.02
-5.12 -0.83 -0.02

Population analysis type Mulliken, resulting atomic charges in e:
1. H 0.375
2. C -0.341
3. P -0.078
4. H 0.349
5. S 0.253
6. N -0.393
7. C -0.165